Record 1
120
Properties=species:S:1:pos:R:3:mulliken_charge:R:1 method="wB97M-V/def2-TZVPD" de_lowest_kcal_mol=0.0 fmax_ha_per_bohr=0.0414 total_charge=+2 gap_ev=5.331
Pt 0.9922 -1.5822 0.1708 2.53
C 6.1354 -4.5674 4.0161 -1.63
C 5.3392 -3.8140 2.9937 0.46
C 5.7018 -3.8098 1.6458 -1.04
C 4.9772 -3.1002 0.7156 0.13
C 3.8267 -2.3756 1.0702 -0.26
N 3.1249 -1.6560 0.1134 0.24
C 3.8124 -0.9301 -0.8389 -0.37
C 5.0281 -0.2919 -0.5232 0.19
C 5.7257 0.4521 -1.4509 -1.02
C 5.2645 0.5969 -2.7595 0.14
C 6.0268 1.3852 -3.7860 -1.59
C 4.0550 0.0007 -3.0742 -0.06
C 3.3378 -0.7389 -2.1419 -0.37
N 2.1149 -1.3158 -2.5576 0.21
C 1.8728 -1.9644 -3.7065 -0.29
C 0.5020 -2.1227 -3.8206 -1.82
C -0.0245 -1.5242 -2.6819 -0.73
N 0.9637 -1.0336 -1.9225 0.32
C 3.4340 -2.4405 2.4083 -0.68
C 4.1937 -3.1218 3.3476 -0.28
N 2.2895 -1.7388 2.8515 0.54
C 2.2070 -0.9671 3.9462 -0.27
C 0.8857 -0.5910 4.1004 -1.24
C 0.2185 -1.1849 3.0372 -0.59
N 1.0762 -1.8892 2.2920 -0.33
H 7.1677 -4.6903 3.6946 0.40
H 5.7119 -5.5649 4.1548 0.30
H 6.1182 -4.0660 4.9827 0.39
H 6.5667 -4.3777 1.3266 0.43
H 5.2669 -3.1100 -0.3265 0.60
H 5.3955 -0.3705 0.4902 0.67
H 6.6443 0.9434 -1.1542 0.39
H 7.0030 1.6796 -3.4070 0.38
H 5.4788 2.2860 -4.0713 0.31
H 6.1733 0.7992 -4.6938 0.41
H 3.6452 0.1257 -4.0705 0.59
H 2.6750 -2.2797 -4.3511 0.59
H -0.0378 -2.6179 -4.6079 0.62
H -1.0510 -1.4055 -2.3784 1.03
H 3.8691 -3.1311 4.3817 0.53
H 3.0796 -0.7252 4.5274 0.61
H 0.4732 0.0389 4.8678 0.62
H -0.8296 -1.1654 2.7925 0.62
N -1.1013 -1.5521 0.2567 0.63
S -2.5275 -1.2987 0.3334 1.04
N -3.0735 0.2466 0.5074 0.17
S -2.5085 1.4118 -0.3507 0.67
N -1.0007 1.4654 -0.6755 0.22
S 0.3862 1.6517 0.2036 2.48
N 1.1321 0.4902 0.7064 -1.47
C 1.3074 2.6458 -0.9627 -0.55
C 0.6953 3.6143 -1.7448 0.15
C 1.4827 4.4132 -2.5572 -0.77
C 2.8614 4.2354 -2.5794 -1.03
C 3.4570 3.2515 -1.8020 -0.84
C 2.6787 2.4507 -0.9807 -0.86
C 0.0494 2.7474 1.5840 -0.37
C 0.4790 4.0641 1.6104 -0.39
C 0.2810 4.8087 2.7647 -0.90
C -0.3253 4.2362 3.8731 -0.84
C -0.7416 2.9116 3.8327 -1.13
C -0.5524 2.1603 2.6869 0.18
C -3.1751 2.8843 0.4006 0.72
C -2.9605 4.0825 -0.2667 -0.61
C -3.4221 5.2552 0.3015 -0.87
C -4.1017 5.2164 1.5134 -0.67
C -4.3320 4.0070 2.1525 -0.79
C -3.8637 2.8258 1.5993 -0.15
C -3.2621 1.4335 -1.9641 0.59
C -4.6143 1.7428 -2.0247 -0.84
C -5.2510 1.7077 -3.2529 -0.82
C -4.5348 1.3641 -4.3940 -0.66
C -3.1835 1.0580 -4.3140 -0.94
C -2.5333 1.0914 -3.0898 -0.29
C -3.3417 -2.1024 1.7028 0.69
C -4.6481 -1.7979 2.0544 -0.54
C -5.2613 -2.5537 3.0405 -0.86
C -4.5620 -3.5791 3.6661 -0.69
C -3.2433 -3.8472 3.3233 -0.94
C -2.6273 -3.1169 2.3189 -0.37
C -3.3957 -1.9658 -1.0878 0.40
C -2.7960 -3.0521 -1.7072 -0.37
C -3.4380 -3.6497 -2.7807 -0.77
C -4.6547 -3.1479 -3.2256 -0.80
C -5.2416 -2.0587 -2.5954 -0.67
C -4.6214 -1.4718 -1.5033 -0.41
H -0.3779 3.7296 -1.7114 0.29
H 1.0250 5.1795 -3.1680 0.49
H 3.4731 4.8736 -3.2029 0.46
H 4.5295 3.1137 -1.8225 0.78
H 3.1115 1.6833 -0.3496 0.69
H 0.9820 4.5037 0.7604 0.51
H 0.6150 5.8369 2.7979 0.50
H -0.4589 4.8216 4.7729 0.47
H -1.2124 2.4666 4.6998 0.56
H -0.8455 1.1186 2.6396 0.76
H -2.4571 4.0916 -1.2251 0.15
H -3.2626 6.1979 -0.2034 0.51
H -4.4649 6.1353 1.9534 0.46
H -4.8805 3.9826 3.0842 0.52
H -4.0277 1.8676 2.0737 0.46
H -5.1514 2.0069 -1.1213 0.54
H -6.3030 1.9493 -3.3167 0.47
H -5.0359 1.3443 -5.3523 0.46
H -2.6313 0.7971 -5.2064 0.52
H -1.4781 0.8685 -2.9958 0.52
H -5.1621 -0.9738 1.5769 0.35
H -6.2861 -2.3480 3.3177 0.46
H -5.0429 -4.1730 4.4315 0.42
H -2.6933 -4.6279 3.8303 0.51
H -1.6068 -3.3160 2.0128 0.46
H -1.8441 -3.4190 -1.3412 0.46
H -2.9917 -4.5093 -3.2619 0.53
H -5.1537 -3.6162 -4.0634 0.46
H -6.1872 -1.6723 -2.9515 0.52
H -5.0803 -0.6477 -0.9769 0.38
S 0.9860 -3.9905 -0.5718 -0.19
C 1.5724 -4.5855 0.8639 0.60
N 1.9960 -5.0122 1.8506 -0.51

Record 2
25
Properties=species:S:1:pos:R:3:mulliken_charge:R:1 method="wB97M-V/def2-TZVPD" de_lowest_kcal_mol=6.3 fmax_ha_per_bohr=0.0293 smiles=CN.O.O.O.O.O.O gap_ev=10.295
C -0.3599 2.1656 2.3710 -0.88
N -0.3823 1.9807 0.8947 -0.53
H 0.5161 2.6843 2.7052 0.35
H -0.1780 1.1808 2.8500 0.24
H -1.2729 2.5964 2.8244 0.29
H -1.0468 1.2742 0.5875 0.23
H -0.7534 2.7783 0.4227 0.30
O 1.1231 -0.5275 1.1904 -0.74
H 1.9379 -0.0300 1.3429 0.31
H 0.5300 0.0670 0.6879 0.40
O 0.5299 1.7955 -1.8327 -0.63
H 0.9245 2.3071 -1.1205 0.32
H 0.5356 2.3740 -2.5927 0.24
O 0.1948 -0.6494 -3.0087 -0.68
H 0.4312 0.0615 -2.3724 0.36
H 0.7662 -1.3704 -2.7568 0.34
O -1.3239 -2.9198 0.2873 -0.73
H -0.6557 -2.8783 -0.4331 0.42
H -0.7710 -2.7675 1.0595 0.32
O 1.2187 -2.6069 -0.5195 -0.63
H 1.6483 -3.4199 -0.2340 0.30
H 1.4095 -1.9489 0.1697 0.40
O -1.8955 -0.4661 -0.6252 -0.73
H -1.4828 -0.2901 -1.4932 0.34
H -1.6435 -1.3908 -0.4042 0.39